1.
Formula: C26H28CaI2N5Se2
Source: the OMol25 dataset
Level of theory: wB97M-V/def2-TZVPD

```
64
Properties=species:S:1:pos:R:3:forces:R:3
Ca 0.439737 0.038821 -0.538619 0.10 -1.06 -0.53
C 1.968973 -1.644430 1.586174 -0.02 0.21 0.10
N 2.046100 -0.180204 1.378516 -0.17 -0.03 0.21
C 3.447754 0.238930 1.239523 -0.12 0.01 -0.03
C 1.377229 0.525955 2.482458 0.04 -0.16 -0.16
C 1.823273 0.329255 3.778929 -0.03 0.01 0.01
C 1.151744 0.864393 4.867485 -0.05 0.02 -0.01
C -0.022259 1.564139 4.633628 0.02 0.00 -0.03
C -0.474615 1.781285 3.336240 0.02 0.02 0.10
C 0.248664 1.337118 2.207865 -0.13 0.18 -0.29
N -0.128761 1.554086 0.890015 -0.22 0.65 0.63
C -0.883240 2.655561 0.469961 0.18 -0.26 0.21
C -1.038878 3.849320 1.193964 -0.03 0.11 -0.03
C -1.774966 4.913556 0.700732 0.00 0.02 0.01
C -2.388622 4.844245 -0.542379 0.04 -0.08 0.04
C -2.209542 3.694917 -1.294094 0.00 0.05 0.00
C -1.460191 2.628911 -0.818795 0.08 -0.11 -0.14
N -1.237927 1.464434 -1.692236 -0.18 0.20 0.11
C -2.495358 0.706593 -1.857916 0.14 0.06 0.08
C -0.730620 1.871526 -3.017993 -0.08 -0.05 0.14
H 2.431629 -1.951862 2.527267 0.06 -0.04 0.00
H 2.469539 -2.162072 0.768124 0.01 0.02 -0.05
H 0.923776 -1.965479 1.628529 0.00 0.04 -0.01
H 4.041896 -0.024873 2.119568 0.03 0.00 0.00
H 3.488451 1.318620 1.104276 0.00 0.01 0.00
H 3.890618 -0.245173 0.367152 0.02 -0.01 0.00
H 2.707602 -0.274961 3.949641 -0.02 0.02 0.00
H 1.514571 0.700566 5.872292 -0.01 0.01 0.00
H -0.606284 1.939729 5.465483 0.02 0.00 -0.03
H -1.395865 2.325737 3.181654 0.01 -0.02 0.03
H -0.551922 3.952675 2.152673 0.01 0.02 -0.03
H -1.866883 5.813820 1.296090 0.02 -0.03 0.01
H -2.977596 5.666833 -0.925060 0.02 -0.02 0.02
H -2.656052 3.634385 -2.280057 0.00 -0.01 0.02
H -3.272433 1.325319 -2.314437 -0.04 0.00 -0.02
H -2.850806 0.372789 -0.882564 0.00 0.01 0.01
H -2.325223 -0.163048 -2.495362 0.01 -0.01 -0.02
H -1.494592 2.376089 -3.615117 -0.01 0.00 -0.03
H -0.395290 0.989514 -3.565873 -0.01 -0.02 -0.02
H 0.106944 2.555009 -2.895534 0.02 0.00 0.01
Se 0.592719 -1.975437 -3.674983 0.04 0.05 0.16
Se 2.498945 -2.081916 -2.327848 -0.07 0.00 -0.07
C 3.082621 -0.242261 -2.427717 -0.11 0.08 0.09
C 4.298810 0.031475 -3.024866 0.04 0.08 -0.01
C 4.755434 1.343941 -3.002496 0.12 -0.05 -0.10
C 3.979624 2.324833 -2.413746 -0.03 0.05 0.02
C 2.767929 1.959038 -1.853918 -0.09 -0.18 0.03
N 2.328805 0.694171 -1.846637 0.39 0.24 -0.34
C -0.773651 -2.531312 -2.420858 0.11 0.00 -0.01
C -1.751896 -3.367535 -2.930639 -0.10 -0.08 0.08
C -2.792899 -3.741365 -2.091845 -0.05 -0.08 -0.12
C -2.794558 -3.307704 -0.778598 0.00 0.02 0.08
C -1.761329 -2.493207 -0.356424 0.12 0.05 -0.10
N -0.771350 -2.086802 -1.166621 -0.10 0.02 0.06
H 4.865642 -0.756195 -3.499945 0.01 0.00 0.02
H 5.706874 1.593604 -3.454837 -0.02 -0.01 0.01
H 4.297207 3.357459 -2.385317 0.01 -0.01 0.00
H 2.126335 2.692787 -1.375708 0.00 -0.03 0.01
H -1.692933 -3.734501 -3.945993 0.00 0.03 0.00
H -3.580655 -4.385454 -2.461522 0.02 0.01 0.01
H -3.568047 -3.588274 -0.077495 0.00 -0.02 -0.04
H -1.730803 -2.136974 0.667521 0.03 0.03 -0.02
I -1.742032 -1.058718 3.439533 0.01 0.11 -0.03
I -2.758666 -3.521781 3.374360 -0.06 -0.11 -0.01
```
Positions in Å, forces in eV/Å.

* HOMO: -9.26 eV
* largest force on an atom: 0.023 Eh/bohr
* frontier orbital gap: 5.67 eV
* E: -200197.84202 eV
* LUMO level: -3.59 eV
* relative energy (zero: lowest compared OMol25 entry of this formula, charge and spin): 0.0000 eV
* total charge: +1



2.
Formula: C26H28F2N2O8
Source: the OMol25 dataset
Level of theory: wB97M-V/def2-TZVPD

```
66
Properties=species:S:1:pos:R:3:forces:R:3
O -2.846622 -0.700828 1.645300 -0.06 -0.21 0.22
C -2.589431 0.038992 0.738530 0.11 0.31 -0.12
N -3.532214 0.492780 -0.185742 -0.47 -0.17 0.16
C -2.977888 1.219428 -1.232788 0.44 0.09 -0.06
O -3.604237 1.805668 -2.070403 -0.13 0.11 -0.20
C -1.483260 1.015020 -1.119298 -0.09 -0.02 -0.11
H -0.915009 1.872113 -1.477382 -0.11 0.00 0.05
C -1.292014 0.735178 0.372269 0.48 0.09 0.10
C 0.011751 0.019127 0.727990 -0.43 -0.12 0.42
C 0.159265 -1.256833 -0.106943 0.29 0.30 -0.38
C 1.401453 -1.972231 0.331044 0.08 -0.40 0.47
N 2.306059 -2.186087 -0.527462 0.26 0.04 -0.86
O 3.465064 -2.835057 -0.083717 -0.73 -0.05 0.84
C 4.479467 -2.740855 -1.059470 0.20 0.45 -0.44
H 4.180057 -3.253957 -1.981509 0.05 0.03 0.11
H 5.333713 -3.251994 -0.612918 -0.03 0.01 -0.01
C 4.827600 -1.276557 -1.400828 -0.08 -0.42 0.37
O 3.914995 -0.764201 -2.332961 -0.24 0.27 -0.36
H 3.029253 -0.958895 -1.979492 0.14 -0.04 -0.05
H 5.806819 -1.253871 -1.889574 -0.06 -0.06 0.09
C 4.866973 -0.411855 -0.104261 0.30 -0.19 -0.10
H 5.762066 0.219133 -0.097271 -0.05 0.01 0.02
H 4.894178 -1.067353 0.770091 0.08 0.11 -0.06
O 3.713133 0.389984 0.042978 -0.18 0.04 0.15
C 3.826355 1.677438 -0.551200 -0.03 0.30 0.17
C 2.602820 2.473790 -0.252636 -0.01 -0.17 -1.00
C 1.632802 2.973965 -1.072422 0.56 -0.27 0.33
C 0.730670 3.675915 -0.234591 0.07 0.08 0.54
C 1.217594 3.544389 1.028665 -0.69 0.35 -0.44
O 2.349110 2.824438 1.026712 0.43 -0.21 0.33
H 0.859014 3.893956 1.976010 0.02 0.00 0.18
H -0.148870 4.207623 -0.535240 -0.21 0.14 0.02
H 1.576525 2.862984 -2.136118 0.06 -0.08 -0.25
H 4.708382 2.186283 -0.131959 -0.07 -0.09 -0.08
H 3.944755 1.587479 -1.636892 -0.05 0.04 0.16
C 1.458143 -2.311259 1.788108 0.48 0.11 0.17
H 0.621551 -2.964928 2.041838 -0.05 -0.05 -0.03
H 2.393790 -2.822735 2.018284 -0.14 -0.01 0.07
C 1.350648 -1.032667 2.631658 -0.62 -0.21 0.19
O 2.501593 -0.227740 2.573040 0.32 0.13 -0.19
H 2.761169 -0.061185 1.650804 0.09 0.11 -0.05
H 1.265430 -1.306062 3.690610 -0.08 -0.02 -0.18
C 0.101131 -0.208994 2.250112 0.38 -0.34 -0.16
O 0.156129 1.033625 2.910336 0.03 0.35 0.27
H 1.099719 1.245496 3.009163 -0.13 -0.07 -0.08
H -0.797925 -0.724006 2.598850 0.15 -0.02 -0.07
C 0.169509 -0.858431 -1.582946 -0.35 -0.25 0.07
C -1.166724 -0.234472 -1.966328 0.28 0.10 -0.03
H -1.169201 0.043198 -3.021086 -0.09 -0.03 0.00
H -1.952598 -0.980256 -1.817588 -0.06 -0.03 -0.05
H 0.352445 -1.736620 -2.201778 0.07 0.03 -0.07
H 0.975142 -0.143208 -1.756480 0.12 0.03 -0.02
H -0.696423 -1.912822 0.094369 -0.02 -0.06 0.01
H 0.832567 0.689468 0.447624 0.01 0.01 0.00
H -1.300665 1.678727 0.934724 -0.05 -0.05 -0.09
C -4.904052 0.163815 -0.103311 -0.16 -0.22 0.03
C -5.875113 1.149251 0.007655 0.07 -0.31 0.00
C -7.211868 0.806851 0.093104 -0.19 -0.10 0.02
C -7.563788 -0.531547 0.077599 0.31 0.09 -0.04
C -6.623472 -1.539628 -0.044154 -0.04 0.04 0.02
C -5.295986 -1.172631 -0.144127 -0.05 0.29 -0.05
F -4.366408 -2.125546 -0.319633 -0.13 0.12 0.02
H -6.913995 -2.576976 -0.071097 -0.03 -0.10 0.00
F -8.860131 -0.869075 0.172041 0.04 0.00 0.00
H -7.977226 1.561051 0.175912 -0.09 0.05 0.01
H -5.573746 2.184181 0.016200 0.04 0.09 0.01
```
Positions in Å, forces in eV/Å.

* HOMO: -9.12 eV
* largest force on an atom: 0.022 Eh/bohr
* SMILES: O=C1[C@H]2[C@H]3[C@H](O)[C@H](O)C/C(=N\OC[C@@H](O)COCc4ccco4)[C@@H]3CC[C@H]2C(=O)N1c1ccc(F)cc1F
* frontier orbital gap: 9.79 eV
* E: -52210.78886 eV
* LUMO level: 0.67 eV
* relative energy (zero: lowest compared OMol25 entry of this formula, charge and spin): 0.0000 eV



3.
Formula: C26H28FN4O5PtS
Source: the OMol25 dataset
Level of theory: wB97M-V/def2-TZVPD

```
66
Properties=species:S:1:pos:R:3:forces:R:3
Pt 1.912965 -1.493818 -0.352648 1.65 -0.04 0.31
N 4.285730 0.269404 -3.470905 0.11 0.09 -0.10
C 3.514808 -0.409169 -2.614222 -0.22 -0.03 0.06
S 3.335268 0.162582 -0.995958 -0.13 -0.03 -0.19
N 2.886789 -1.478337 -3.075328 0.21 0.16 0.00
N 2.164857 -2.117043 -2.151351 -0.90 0.11 -0.08
C 1.383821 -3.103846 -2.687185 0.38 0.03 0.16
C 0.679210 -4.053632 -1.996527 -0.14 -0.01 0.20
C -0.113989 -4.990429 -2.749877 0.04 0.04 0.06
C -0.756818 -6.001068 -2.129965 0.00 0.00 0.06
C -0.646476 -6.153324 -0.708763 -0.07 -0.05 -0.06
C 0.075186 -5.300970 0.056929 0.12 0.01 -0.01
C 0.750185 -4.197152 -0.545495 0.20 -0.20 -0.47
O 1.436721 -3.414204 0.175148 -0.78 0.29 0.35
H 4.821133 1.063114 -3.168423 0.02 -0.03 0.01
H 4.475958 -0.131903 -4.374074 -0.04 0.04 -0.01
H 1.382509 -3.101568 -3.771130 0.03 -0.09 0.00
H -0.178738 -4.858326 -3.822428 0.02 -0.02 -0.01
H -1.351931 -6.706235 -2.692457 0.00 0.01 -0.01
H -1.168440 -6.975903 -0.236173 0.01 0.00 0.00
H 0.154932 -5.409209 1.129387 0.00 0.00 0.00
C -0.338722 3.291398 5.237052 0.01 0.00 0.01
C 0.342014 3.806112 3.975303 -0.01 0.01 0.03
C -0.304820 5.050730 3.388476 0.00 -0.02 -0.02
C -1.739254 4.760589 2.971159 0.00 0.00 -0.01
C -1.801807 3.533950 2.098093 0.00 0.00 -0.01
C -2.878546 3.309083 1.272641 0.00 0.01 0.00
C -2.916519 2.187178 0.446372 0.00 -0.01 -0.01
F -3.996550 2.006843 -0.326020 0.01 0.01 0.00
C -1.889111 1.293162 0.385487 0.00 0.02 -0.02
C -0.777867 1.500101 1.213977 0.02 0.00 -0.03
C 0.347510 0.584706 1.149985 0.06 0.04 0.03
O 0.304394 -0.312328 0.241000 -0.09 -0.20 -0.10
C 1.376617 0.762952 2.082505 0.00 -0.05 -0.03
C 1.317017 1.841778 2.937904 -0.03 0.04 0.03
N 0.341176 2.739663 2.942278 0.03 -0.02 -0.01
C -0.746416 2.595261 2.088495 -0.01 -0.01 0.01
C 2.489536 -0.219787 2.324294 -0.05 0.20 0.04
O 3.251644 -0.028496 3.246811 -0.02 -0.04 -0.03
O 2.536028 -1.275167 1.567126 -0.14 -0.34 -0.04
H -0.413288 4.091833 5.973165 0.01 0.00 0.00
H 0.233646 2.475430 5.678120 -0.01 -0.01 -0.01
H -1.342897 2.922466 5.026179 0.00 0.01 0.00
H 1.391546 4.010637 4.185551 0.00 0.00 -0.02
H 0.274149 5.376366 2.521010 0.01 0.01 0.01
H -0.265935 5.851311 4.126268 -0.01 0.00 0.00
H -2.154439 5.607964 2.425496 -0.01 0.00 0.01
H -2.372629 4.618893 3.850339 0.01 -0.01 0.00
H -3.706821 4.006129 1.247034 0.00 0.00 0.01
H -1.916554 0.440977 -0.277013 0.01 0.01 0.00
H 2.109828 1.963273 3.666290 0.00 0.00 0.00
C -1.983044 -2.349559 -1.107362 -0.03 -0.01 0.02
C -1.806256 -1.781611 -2.511777 -0.01 -0.04 -0.01
O -0.600280 -1.021035 -2.620973 -0.36 0.13 0.00
C -0.844849 0.276556 -3.156028 0.10 -0.01 -0.09
C 0.458758 1.024441 -3.275611 -0.01 0.05 0.00
H -2.376691 -3.366504 -1.136978 -0.02 0.02 0.00
H -2.665403 -1.748791 -0.505479 0.01 0.01 0.00
H -1.029759 -2.360055 -0.584955 0.02 0.00 0.00
H -2.660874 -1.148239 -2.761885 0.00 -0.02 -0.05
H -1.778671 -2.579654 -3.260564 0.04 -0.03 0.03
H -1.536411 0.818998 -2.500472 -0.01 0.00 -0.01
H -1.325670 0.186334 -4.137094 0.00 0.00 0.00
H 0.926976 1.139147 -2.297145 0.00 -0.02 0.00
H 0.279184 2.018148 -3.687608 0.00 0.00 0.00
H 1.146382 0.499853 -3.940005 0.00 0.00 0.01
```
Positions in Å, forces in eV/Å.

* HOMO (spin up / spin down): -11.26 / -11.26 eV
* largest force on an atom: 0.033 Eh/bohr
* frontier orbital gap (spin up / spin down): 5.95 / 5.95 eV
* E: -60407.43573 eV
* LUMO level (spin up / spin down): -5.31 / -5.31 eV
* relative energy (zero: lowest compared OMol25 entry of this formula, charge and spin): 0.0000 eV
* total charge: +1